(1)
C9H12FNO in the gas phase. Source: OMol25; level of theory: the ωB97M-V functional and the def2-TZVPD basis.

```
24
Properties=species:S:1:pos:R:3:forces:R:3
C 0.205 2.547 2.017 -0.53 -0.73 -1.01
C 0.073 2.607 0.463 0.40 -1.76 0.84
C 0.228 1.184 -0.218 -0.71 -1.74 0.20
N -0.465 1.180 -1.436 -0.92 -1.58 2.00
F 1.656 0.951 -0.375 -1.04 0.52 0.29
O -0.278 0.031 0.511 0.80 0.65 0.09
C -0.155 -1.261 -0.066 -1.37 1.98 3.00
C 0.706 -1.535 -1.044 -0.75 -1.34 -0.51
C 0.658 -2.799 -1.596 0.26 -0.86 -1.24
C -0.287 -3.725 -1.204 -0.21 -0.86 0.30
C -1.176 -3.385 -0.125 2.19 -2.39 -2.54
C -1.007 -2.248 0.517 -0.58 3.39 0.90
H -0.598 1.860 2.274 -0.22 0.26 0.71
H 1.125 2.046 2.399 -0.41 0.82 -0.51
H 0.021 3.563 2.394 0.27 -0.55 0.26
H 0.934 3.136 0.098 0.14 0.57 -0.58
H -0.893 3.078 0.168 0.83 -0.48 0.15
H -0.522 0.390 -2.033 0.23 -1.07 0.13
H -0.197 1.913 -1.940 1.06 3.92 -2.73
H 1.251 -0.832 -1.560 1.37 1.47 -0.45
H 1.375 -2.869 -2.433 -0.61 -0.93 0.43
H -0.339 -4.762 -1.618 0.07 1.21 0.16
H -1.861 -4.116 0.180 -0.95 -0.81 0.51
H -1.696 -2.016 1.346 0.68 0.29 -0.41
```
Positions in Å, forces in eV/Å.

Summary:
2S+1 ... 1
Structure (SMILES) ... CC[C@@](N)(F)Oc1ccccc1
LUMO level ... 0.0378 Eh

Atom charges from the Löwdin analysis, given in e for atoms 1 to 5:
1 C -0.087
2 C -0.130
3 C -0.476
4 N 0.157
5 F -0.024

(2)
C9H12MoNS4 as an isolated structure. Source: OMol25; level of theory: the ωB97M-V functional and the def2-TZVPD basis.

```
27
Properties=species:S:1:pos:R:3:forces:R:3
Mo -0.518 0.873 -0.838 1.64 -1.06 0.11
C -2.382 -0.395 -0.116 -0.01 -0.23 0.06
N -1.201 -1.116 -0.542 -0.39 0.09 -0.31
C -1.391 -2.210 -1.556 -0.07 0.15 0.36
C -0.316 -1.473 0.619 -0.24 0.19 -0.22
C 0.602 -0.335 1.089 -0.09 0.17 -0.35
C 1.262 -0.540 2.285 0.12 0.03 0.12
C 2.340 0.267 2.652 0.03 0.09 -0.08
C 2.825 1.295 1.818 0.08 -0.08 0.22
C 2.188 1.569 0.639 -0.16 -0.24 0.11
C 1.067 0.779 0.292 -0.59 0.59 -0.78
H -2.764 -0.622 0.877 0.00 -0.11 0.13
H -3.172 -0.404 -0.861 -0.09 0.00 -0.09
H -2.135 0.745 0.058 -0.40 0.30 0.38
H -1.807 -3.083 -1.057 -0.02 -0.08 -0.01
H -0.425 -2.450 -1.990 0.07 0.00 -0.01
H -2.082 -1.871 -2.324 -0.02 0.03 -0.02
H 0.316 -2.303 0.312 0.08 -0.03 -0.14
H -0.943 -1.805 1.443 -0.02 -0.05 0.13
H 0.983 -1.383 2.908 0.03 0.01 0.01
H 2.826 0.082 3.604 0.01 0.02 -0.01
H 3.674 1.892 2.127 -0.01 -0.03 0.05
H 2.497 2.400 0.020 -0.01 0.01 -0.05
S -0.242 3.165 -1.124 -0.20 0.15 0.61
S -0.009 3.822 -2.957 -0.06 0.06 -0.50
S -0.510 2.384 -4.208 0.12 0.40 -0.17
S -0.683 0.716 -3.172 0.22 -0.37 0.45
```
Positions in Å, forces in eV/Å.

Summary:
2S+1 ... 1
Total charge ... +3
LUMO level (alpha / beta) ... -0.5278 / -0.5232 Eh

Atom charges from the Löwdin analysis, given in e for atoms 1 to 5:
1 Mo 0.961
2 C -0.053
3 N -0.381
4 C 0.005
5 C -0.072

(3)
C9H12N2O4 in the gas phase. Source: OMol25; level of theory: the ωB97M-V functional and the def2-TZVPD basis.

```
27
Properties=species:S:1:pos:R:3:forces:R:3
C -1.031 -0.213 -1.739 -0.45 -0.68 -2.32
C 2.549 0.295 -1.110 -0.91 -0.48 5.63
C 0.305 0.386 -2.230 0.02 -0.27 0.17
C 2.967 0.609 0.325 -0.12 1.79 -1.69
C -2.083 -1.137 1.663 0.95 0.10 1.99
C -0.793 -0.212 1.835 -0.61 -4.98 -2.00
C -2.370 -1.090 0.161 -2.55 -1.10 -0.49
C -0.154 -0.502 0.484 1.87 4.42 0.26
C 0.697 0.937 0.117 -1.22 -1.79 -0.10
N 1.242 0.793 -1.216 -2.74 0.94 0.14
N -1.178 -0.611 -0.478 0.94 -0.70 1.16
O -1.868 -0.403 -2.616 0.16 0.38 0.79
O 3.197 -0.127 -2.054 2.41 -1.29 -4.06
O 1.689 0.945 1.020 3.01 0.16 0.21
O -0.119 2.040 0.243 0.16 0.80 1.28
H 0.793 -0.317 -2.895 0.17 -0.51 0.16
H 0.059 1.173 -2.928 -0.29 0.71 0.20
H 3.559 -0.117 0.844 -0.12 -0.77 0.40
H 3.631 1.513 0.224 -0.64 -0.04 0.92
H -1.952 -2.151 2.091 0.66 0.20 -0.87
H -2.828 -0.817 2.411 -0.37 0.53 -1.10
H -1.086 0.744 1.770 -1.09 3.49 0.70
H -0.107 -0.517 2.591 0.09 0.25 0.88
H -2.684 -2.106 -0.251 0.39 1.26 0.48
H -3.191 -0.386 -0.051 0.17 -0.32 -0.07
H 0.663 -1.165 0.639 0.39 -1.41 -0.89
H 0.092 2.435 1.147 -0.31 -0.68 -1.77
```
Positions in Å, forces in eV/Å.

Summary:
2S+1 ... 3
<S²> ... 2.008
LUMO level (alpha / beta) ... 0.0173 / -0.1194 Eh

Atom charges from the Löwdin analysis, given in e for atoms 1 to 5:
1 C -0.397
2 C -0.501
3 C 0.014
4 C -0.037
5 C -0.118

(4)
C9H12N2OS in the gas phase. Source: OMol25; level of theory: the ωB97M-V functional and the def2-TZVPD basis.

```
25
Properties=species:S:1:pos:R:3:forces:R:3
H -4.352 0.542 1.753 1.26 -1.77 -1.97
N -3.772 -0.104 1.053 0.58 -0.05 3.98
C -3.038 -0.906 1.835 -3.78 2.51 0.31
N -3.335 -1.146 3.284 1.89 2.23 -0.69
S -1.808 -1.874 1.142 0.93 -1.27 2.60
C -1.591 -1.301 -0.503 3.44 -1.97 0.21
C -0.319 -0.417 -0.713 -2.28 -0.94 -2.49
C -0.415 0.959 -0.362 -0.47 -2.25 1.04
C 0.701 1.770 -0.432 2.65 1.46 -0.15
C 1.933 1.197 -0.784 -2.40 -4.60 -0.22
O 3.080 1.840 -0.587 1.06 -0.97 -1.88
C 4.282 1.226 -1.365 -2.03 -1.29 3.35
C 1.879 -0.237 -1.197 4.82 1.37 0.33
C 0.771 -0.979 -1.461 -1.74 -0.68 0.26
H -2.226 -1.050 3.799 -4.85 0.11 -1.31
H -4.298 -0.484 3.579 4.39 -2.17 -0.72
H -1.621 -2.354 -0.891 0.91 1.20 -0.89
H -2.523 -0.980 -0.666 -3.33 2.23 -1.50
H -1.382 1.116 0.153 0.75 0.89 -0.48
H 0.989 2.829 -0.174 -1.82 -0.79 0.08
H 4.855 2.098 -1.038 1.18 -0.68 -1.60
H 3.998 0.771 -2.373 0.51 1.71 1.01
H 4.531 0.280 -0.728 0.14 1.83 -1.08
H 2.884 -0.832 -1.110 -1.71 1.35 -1.08
H 0.778 -1.966 -2.215 -0.11 2.52 2.89
```
Positions in Å, forces in eV/Å.

Summary:
2S+1 ... 1
Structure (SMILES) ... [H]/N=C(\N)SCc1ccc(OC)cc1
LUMO level ... 0.0214 Eh

Atom charges from the Löwdin analysis, given in e for atoms 1 to 5:
1 H 0.072
2 N -0.001
3 C -0.855
4 N -0.069
5 S 0.942

(5)
C9H12N3OS as an isolated structure. Source: OMol25; level of theory: the ωB97M-V functional and the def2-TZVPD basis.

```
26
Properties=species:S:1:pos:R:3:forces:R:3
C -0.118 0.061 3.017 -0.03 -2.06 -0.69
C -0.118 -1.322 3.273 0.35 0.22 -3.28
C -0.050 0.563 1.776 0.20 -1.00 -0.38
C -0.016 -2.159 2.162 0.44 -0.80 -0.40
C 0.075 -0.280 0.694 -0.52 0.46 -0.17
C -2.045 0.239 -0.704 4.01 -0.82 0.40
C 1.781 -0.220 -1.925 -0.01 2.06 0.33
C 1.634 1.364 -2.258 -0.34 -1.39 -0.92
C -0.109 0.287 -0.636 -1.64 -0.21 -1.15
N 0.096 -1.594 0.896 0.02 -0.08 1.98
N -2.386 1.440 -1.038 -0.89 2.98 -1.18
N 0.410 -0.544 -1.668 -2.12 -1.21 -2.67
O -2.484 -0.817 -0.404 -0.86 0.02 -0.10
S 0.672 1.916 -0.885 -1.23 0.58 0.91
H -0.228 0.762 3.741 -0.25 1.57 2.60
H -0.168 -1.637 4.250 -0.18 -1.13 1.86
H -0.144 1.588 1.626 0.03 1.57 -0.32
H 0.040 -3.307 2.122 -0.19 2.08 0.49
H 2.143 -0.892 -2.701 0.41 0.43 0.02
H 2.269 -0.328 -0.948 0.66 -0.01 -0.52
H 2.418 2.073 -2.123 1.45 -0.10 -0.65
H 1.120 1.517 -3.256 0.62 -0.20 1.11
H -1.593 2.153 -1.251 -1.71 -1.60 0.44
H -3.386 1.713 -1.221 1.53 -0.50 0.34
H -0.068 -0.395 -2.641 0.46 -0.47 2.64
H 0.257 -2.181 0.102 -0.22 -0.37 -0.67
```
Positions in Å, forces in eV/Å.

Summary:
2S+1 ... 1
Total charge ... +1
LUMO level ... -0.1426 Eh

Atom charges from the Löwdin analysis, given in e for atoms 1 to 5:
1 C 0.010
2 C 0.022
3 C -0.009
4 C 0.032
5 C -0.246

(6)
An isolated ion of composition C9H12NO and charge +1. Source: OMol25; level of theory: the ωB97M-V functional and the def2-TZVPD basis.

```
23
Properties=species:S:1:pos:R:3:forces:R:3
C -0.068 -1.556 -2.144 1.58 2.64 0.56
O -1.108 -1.496 -1.174 -0.32 1.46 1.55
N -1.049 -0.167 -0.339 -2.44 -2.44 -3.11
C 0.116 0.061 0.286 2.28 1.00 3.04
C 1.029 1.002 -0.209 -0.23 -0.83 -0.57
C 2.176 1.148 0.548 2.23 2.29 -1.42
C 2.302 0.639 1.815 0.91 -1.93 0.81
C 1.350 -0.241 2.349 -1.31 0.51 -0.63
C 0.195 -0.505 1.568 0.64 -0.09 1.27
C -1.814 0.885 -0.939 -2.02 0.14 -1.83
C -2.394 0.118 0.221 -0.64 -1.13 0.22
H -0.349 -2.370 -2.787 -0.09 -0.33 -0.21
H 0.998 -1.747 -1.646 -2.29 0.58 -1.20
H -0.164 -0.531 -2.726 0.84 -2.14 0.72
H 0.843 1.529 -1.178 0.40 -0.64 0.95
H 3.088 1.746 0.133 -2.02 -0.94 0.76
H 3.271 0.714 2.338 -0.74 0.39 -0.22
H 1.444 -0.616 3.369 -0.02 0.00 -0.43
H -0.700 -1.049 2.013 1.48 0.45 -0.83
H -2.088 0.707 -2.020 -0.12 -0.20 1.54
H -1.603 1.925 -0.791 0.87 0.18 0.40
H -2.317 0.516 1.276 -0.27 -0.25 -1.59
H -3.156 -0.710 0.036 1.27 1.28 0.23
```
Positions in Å, forces in eV/Å.

Summary:
2S+1 ... 1
Total charge ... +1
Structure (SMILES) ... CO[N+]1(c2ccccc2)CC1
LUMO level ... -0.1502 Eh

Atom charges from the Löwdin analysis, given in e for atoms 1 to 5:
1 C -0.060
2 O -0.075
3 N -0.170
4 C -0.294
5 C 0.009

Number 1: calculated total energy -15781.662 eV, F_max 4.9 eV Å⁻¹. Number 2: calculated total energy -56181.102 eV, F_max 2.0 eV Å⁻¹. Number 3: calculated total energy -20691.917 eV, F_max 5.7 eV Å⁻¹. Number 4: calculated total energy -25384.580 eV, F_max 5.2 eV Å⁻¹. Number 5: calculated total energy -26873.190 eV, F_max 4.1 eV Å⁻¹. Number 6: calculated total energy -13054.229 eV, F_max 4.6 eV Å⁻¹.